Here is a single C23H24ClN3O4 molecule from the Open Molecules 2025 dataset. Energies are from ωB97M-V/def2-TZVPD.

```
55
Properties=species:S:1:pos:R:3:mulliken_charge:R:1
C 1.941 1.774 1.983 -0.913
H 2.769 2.429 2.247 0.246
O 1.130 2.530 1.112 -0.449
C -0.082 2.021 0.748 1.332
C -0.431 0.701 0.961 -0.108
C -1.712 0.217 0.677 -0.413
C -2.679 1.107 0.187 -0.175
C -2.306 2.420 -0.095 -0.991
C -1.028 2.894 0.147 0.491
O -0.830 4.190 -0.206 -0.480
C 0.446 4.788 -0.147 -0.596
H 0.324 5.758 -0.630 0.325
H 1.193 4.202 -0.686 0.140
H 0.778 4.935 0.882 0.230
H -3.043 3.096 -0.498 0.529
C -4.063 0.693 -0.019 0.816
O -4.944 1.419 -0.447 -0.737
N -4.340 -0.626 0.323 0.004
C -3.380 -1.506 0.726 0.195
C -2.086 -1.152 0.888 -0.635
C -1.012 -2.129 1.260 -0.020
O -0.663 -2.339 2.404 -0.671
N -0.424 -2.744 0.203 0.272
C -0.726 -2.483 -1.183 -1.202
H -1.726 -2.062 -1.279 0.395
C 0.309 -1.499 -1.758 -0.553
N 1.603 -1.765 -1.168 0.263
C 2.509 -0.760 -0.946 1.390
C 2.403 0.461 -1.630 -0.458
C 3.320 1.471 -1.426 -0.490
C 4.383 1.313 -0.554 -0.714
C 4.489 0.111 0.124 -0.072
C 3.573 -0.910 -0.048 -0.928
H 3.693 -1.807 0.537 0.330
Cl 5.789 -0.123 1.246 -0.237
H 5.105 2.097 -0.401 0.439
H 3.214 2.398 -1.970 0.429
H 1.611 0.617 -2.344 0.421
C 1.780 -3.132 -0.747 -1.175
H 1.575 -3.782 -1.608 0.309
C 0.815 -3.474 0.402 -0.621
H 1.216 -3.168 1.372 0.435
H 0.625 -4.553 0.433 0.291
H 2.810 -3.312 -0.447 0.442
H 0.339 -1.593 -2.854 0.426
H 0.002 -0.482 -1.500 0.352
H -0.701 -3.436 -1.721 0.447
H -3.718 -2.518 0.901 0.552
C -5.706 -1.090 0.216 -1.221
H -5.777 -1.918 -0.491 0.361
H -6.307 -0.255 -0.142 0.362
H -6.075 -1.414 1.190 0.350
H 0.285 0.021 1.393 0.666
H 1.393 1.490 2.886 0.424
H 2.336 0.880 1.496 0.191
```

Properties
- E_tot: -49423.56432 eV
- Multiplicity: 1
- Kohn-Sham gap: 8.29 eV
- Net charge: 0
- SMILES string: COc1cc2c(C(=O)N3CCN(c4cccc(Cl)c4)CC3)cn(C)c(=O)c2cc1OC
- LUMO level: 0.50 eV



Here is a single C23H24N2O3S molecule from the Open Molecules 2025 dataset. Energies are from ωB97M-V/def2-TZVPD.

```
53
Properties=species:S:1:pos:R:3:mulliken_charge:R:1
N 2.515 2.800 -0.838 -0.525
S 3.851 1.891 -0.338 1.307
O 4.838 1.990 -1.373 -0.690
O 4.187 2.287 0.998 -0.659
C 3.162 0.252 -0.327 0.156
C 2.860 -0.348 -1.532 -1.050
C 2.294 -1.610 -1.535 -0.676
C 2.011 -2.265 -0.338 0.880
C 2.340 -1.641 0.862 -0.519
C 2.927 -0.389 0.871 -0.252
H 3.205 0.103 1.788 0.618
H 2.132 -2.141 1.796 0.376
C 1.365 -3.623 -0.314 -1.117
H 0.936 -3.788 0.675 0.411
H 2.121 -4.393 -0.486 0.465
C 0.248 -3.792 -1.357 -1.134
N -0.665 -2.672 -1.364 -0.063
C -1.619 -2.527 -0.415 0.387
O -1.881 -3.398 0.388 -0.686
C -2.379 -1.213 -0.497 -1.162
H -3.154 -1.219 0.270 0.351
H -2.874 -1.168 -1.471 0.578
C -1.499 0.040 -0.346 0.607
C -2.379 1.260 -0.522 -0.084
C -3.244 1.649 0.493 -0.201
C -4.065 2.750 0.332 -0.882
C -4.032 3.477 -0.847 -0.399
C -3.170 3.098 -1.861 -0.737
C -2.349 1.996 -1.698 -0.232
H -1.676 1.708 -2.494 0.379
H -3.136 3.662 -2.782 0.399
H -4.673 4.337 -0.973 0.393
H -4.734 3.043 1.128 0.393
H -3.266 1.090 1.417 0.350
C -0.758 0.155 0.968 0.007
C 0.144 1.208 1.095 0.084
C 0.827 1.420 2.277 -0.697
C 0.621 0.572 3.354 -0.510
C -0.266 -0.482 3.233 -0.988
C -0.957 -0.690 2.049 -0.137
H -1.641 -1.521 1.985 0.386
H -0.430 -1.149 4.066 0.443
H 1.151 0.733 4.281 0.420
H 1.528 2.237 2.358 0.391
H 0.308 1.865 0.253 0.359
H -0.748 0.052 -1.147 0.593
H -0.402 -1.870 -1.912 0.355
H 0.656 -3.910 -2.362 0.462
H -0.331 -4.683 -1.105 0.446
H 2.080 -2.091 -2.478 0.416
H 3.084 0.175 -2.448 0.438
H 2.207 3.416 -0.103 0.278
H 2.727 3.319 -1.676 0.274
```

Properties
- E_tot: -44199.49869 eV
- Multiplicity: 1
- Kohn-Sham gap: 9.41 eV
- Net charge: 0
- SMILES string: NS(=O)(=O)c1ccc(CCNC(=O)CC(c2ccccc2)c2ccccc2)cc1
- LUMO level: 0.43 eV



Here is a molecular structure, C23H25Cl2IN2O7PPtS5 from the Open Molecules 2025 dataset. Energies are from ωB97M-V/def2-TZVPD.

```
67
Properties=species:S:1:pos:R:3:mulliken_charge:R:1
Pt -0.070 1.412 0.404 2.150
C 2.097 -1.334 -3.072 -0.802
C 2.747 -1.351 -1.738 0.651
N 3.896 -1.967 -1.576 -0.637
C 4.433 -1.970 -0.358 -0.927
C 3.893 -1.344 0.787 0.533
C 4.697 -1.469 2.069 -0.832
O 3.955 -1.921 3.189 -0.499
C 2.700 -0.654 0.664 0.581
C 2.147 -0.044 1.879 -0.629
N 1.357 0.961 2.018 -0.511
C 1.163 1.428 3.365 0.830
C 2.098 1.149 4.368 -0.543
C 1.895 1.541 5.676 -0.890
C 0.759 2.255 6.024 -0.701
C -0.144 2.603 5.038 -0.655
C 0.066 2.209 3.723 0.289
I -1.321 2.935 2.347 0.142
C 2.075 -0.656 -0.639 0.153
O 0.983 -0.119 -0.905 -1.276
H 2.734 -1.825 -3.801 0.392
H 1.877 -0.310 -3.379 0.229
H 1.132 -1.843 -3.015 0.015
H 5.359 -2.525 -0.249 0.358
H 5.106 -0.496 2.348 0.301
H 5.551 -2.124 1.882 0.461
H 3.720 -2.847 3.069 0.314
H 2.549 -0.520 2.765 1.077
H 3.017 0.629 4.140 0.509
H 2.638 1.297 6.423 0.422
H 0.588 2.563 7.046 0.413
H -1.018 3.190 5.289 0.381
C -5.274 -1.831 -1.380 -0.697
S -5.005 -1.613 -3.154 -0.030
C -3.566 -2.491 -3.553 -0.009
C -2.386 -2.665 -2.815 -0.185
S -2.006 -1.970 -1.357 0.205
S -1.183 -3.660 -3.637 0.004
C -1.998 -3.871 -5.153 0.064
S -1.399 -4.644 -6.446 -0.163
S -3.606 -3.181 -5.137 -0.069
H -6.311 -1.528 -1.238 0.436
H -4.606 -1.219 -0.786 0.079
H -5.165 -2.878 -1.109 0.316
Cl -1.725 -0.990 4.201 -0.148
C -1.820 -1.921 2.689 -0.167
Cl -3.471 -2.010 2.080 -0.143
C -0.857 -1.255 1.689 0.296
O 0.226 -1.790 1.502 -0.612
O -1.309 -0.165 1.197 -0.481
H -1.479 -2.925 2.909 0.419
C -2.708 3.943 -0.806 -0.750
O -1.652 3.556 -1.697 -0.332
P -0.959 2.113 -1.614 0.606
O -1.927 1.101 -2.314 0.305
C -2.342 1.255 -3.693 -0.689
O 0.188 2.300 -2.694 -0.214
C 1.275 3.204 -2.444 -0.751
H -3.337 4.640 -1.352 0.338
H -2.282 4.451 0.058 0.147
H -3.307 3.084 -0.499 0.372
H -3.295 0.743 -3.776 0.114
H -1.598 0.790 -4.336 0.230
H -2.453 2.308 -3.945 0.376
H 1.741 2.980 -1.479 0.301
H 0.921 4.233 -2.454 0.285
H 1.996 3.050 -3.240 0.245
```

Properties
- E_tot: -141419.18702 eV
- Multiplicity: 5
- Kohn-Sham gap (alpha / beta): 6.20 / 4.84 eV
- Net charge: +1
- LUMO level (alpha / beta): -3.61 / -5.68 eV



Here is a single C23H25ClN2O4 molecule from the Open Molecules 2025 dataset. Energies are from ωB97M-V/def2-TZVPD.

```
55
Properties=species:S:1:pos:R:3:mulliken_charge:R:1
C 1.296 -4.821 -1.450 -0.398
C 2.373 -5.171 -0.430 -0.540
H 3.093 -5.867 -0.869 0.354
H 1.935 -5.638 0.456 0.349
O 3.174 -4.051 -0.083 -0.541
C 2.675 -2.938 0.498 0.153
C 3.468 -1.798 0.295 -0.580
C 3.142 -0.569 0.816 -0.741
C 1.974 -0.421 1.557 0.136
C 1.195 -1.539 1.805 -0.566
C 1.538 -2.783 1.298 0.559
Cl 0.478 -4.082 1.757 -0.192
H 0.317 -1.459 2.427 0.771
C 1.579 0.900 2.093 0.355
C 0.498 1.593 1.639 -0.665
C 0.165 2.889 2.176 0.412
O 0.758 3.470 3.077 -0.790
C -1.038 3.383 1.394 0.372
O -1.636 4.431 1.520 -0.671
N -1.329 2.411 0.501 0.409
C -2.397 2.534 -0.454 -1.205
H -3.160 1.770 -0.264 0.350
C -1.903 2.386 -1.900 -0.966
N -0.636 3.060 -2.118 0.296
C -0.749 4.502 -2.005 -1.075
H -1.082 4.774 -1.007 0.299
H -1.450 4.925 -2.741 0.318
H 0.233 4.944 -2.166 0.359
C -0.059 2.686 -3.393 -1.088
H -0.681 2.992 -4.249 0.364
H 0.072 1.605 -3.431 0.296
H 0.918 3.157 -3.490 0.325
H -2.696 2.757 -2.575 0.507
H -1.754 1.324 -2.114 0.467
H -2.842 3.518 -0.286 0.672
C -0.443 1.261 0.512 -0.057
C -1.221 -0.019 0.702 -0.045
C -1.112 -1.059 -0.209 0.510
C -1.836 -2.225 -0.028 -0.945
C -2.674 -2.359 1.066 -0.433
C -2.789 -1.322 1.977 -1.000
C -2.069 -0.155 1.795 -0.043
H -2.159 0.657 2.502 0.406
H -3.442 -1.423 2.832 0.421
H -3.234 -3.270 1.210 0.435
H -1.751 -3.030 -0.743 0.390
H -0.450 -0.959 -1.058 0.517
H 0.104 1.218 -0.441 0.502
O 2.363 1.391 3.040 -0.646
H 2.009 2.280 3.318 0.451
H 3.778 0.284 0.638 0.483
H 4.360 -1.929 -0.296 0.449
H 0.780 -5.726 -1.757 0.378
H 1.746 -4.355 -2.323 0.293
H 0.571 -4.133 -1.022 -0.169
```

Properties
- E_tot: -47949.41725 eV
- Multiplicity: 1
- Kohn-Sham gap: 8.64 eV
- Net charge: 0
- SMILES string: CCOc1ccc(/C(O)=C2/C(=O)C(=O)N(CCN(C)C)[C@@H]2c2ccccc2)cc1Cl
- LUMO level: -0.20 eV



Please write out number 3 again, unchanged.
Here is a molecular structure, C23H25Cl2IN2O7PPtS5 from the Open Molecules 2025 dataset. Energies are from ωB97M-V/def2-TZVPD.

```
67
Properties=species:S:1:pos:R:3:mulliken_charge:R:1
Pt -0.070 1.412 0.404 2.150
C 2.097 -1.334 -3.072 -0.802
C 2.747 -1.351 -1.738 0.651
N 3.896 -1.967 -1.576 -0.637
C 4.433 -1.970 -0.358 -0.927
C 3.893 -1.344 0.787 0.533
C 4.697 -1.469 2.069 -0.832
O 3.955 -1.921 3.189 -0.499
C 2.700 -0.654 0.664 0.581
C 2.147 -0.044 1.879 -0.629
N 1.357 0.961 2.018 -0.511
C 1.163 1.428 3.365 0.830
C 2.098 1.149 4.368 -0.543
C 1.895 1.541 5.676 -0.890
C 0.759 2.255 6.024 -0.701
C -0.144 2.603 5.038 -0.655
C 0.066 2.209 3.723 0.289
I -1.321 2.935 2.347 0.142
C 2.075 -0.656 -0.639 0.153
O 0.983 -0.119 -0.905 -1.276
H 2.734 -1.825 -3.801 0.392
H 1.877 -0.310 -3.379 0.229
H 1.132 -1.843 -3.015 0.015
H 5.359 -2.525 -0.249 0.358
H 5.106 -0.496 2.348 0.301
H 5.551 -2.124 1.882 0.461
H 3.720 -2.847 3.069 0.314
H 2.549 -0.520 2.765 1.077
H 3.017 0.629 4.140 0.509
H 2.638 1.297 6.423 0.422
H 0.588 2.563 7.046 0.413
H -1.018 3.190 5.289 0.381
C -5.274 -1.831 -1.380 -0.697
S -5.005 -1.613 -3.154 -0.030
C -3.566 -2.491 -3.553 -0.009
C -2.386 -2.665 -2.815 -0.185
S -2.006 -1.970 -1.357 0.205
S -1.183 -3.660 -3.637 0.004
C -1.998 -3.871 -5.153 0.064
S -1.399 -4.644 -6.446 -0.163
S -3.606 -3.181 -5.137 -0.069
H -6.311 -1.528 -1.238 0.436
H -4.606 -1.219 -0.786 0.079
H -5.165 -2.878 -1.109 0.316
Cl -1.725 -0.990 4.201 -0.148
C -1.820 -1.921 2.689 -0.167
Cl -3.471 -2.010 2.080 -0.143
C -0.857 -1.255 1.689 0.296
O 0.226 -1.790 1.502 -0.612
O -1.309 -0.165 1.197 -0.481
H -1.479 -2.925 2.909 0.419
C -2.708 3.943 -0.806 -0.750
O -1.652 3.556 -1.697 -0.332
P -0.959 2.113 -1.614 0.606
O -1.927 1.101 -2.314 0.305
C -2.342 1.255 -3.693 -0.689
O 0.188 2.300 -2.694 -0.214
C 1.275 3.204 -2.444 -0.751
H -3.337 4.640 -1.352 0.338
H -2.282 4.451 0.058 0.147
H -3.307 3.084 -0.499 0.372
H -3.295 0.743 -3.776 0.114
H -1.598 0.790 -4.336 0.230
H -2.453 2.308 -3.945 0.376
H 1.741 2.980 -1.479 0.301
H 0.921 4.233 -2.454 0.285
H 1.996 3.050 -3.240 0.245
```

Properties
- E_tot: -141419.18702 eV
- Multiplicity: 5
- Kohn-Sham gap (alpha / beta): 6.20 / 4.84 eV
- Net charge: +1
- LUMO level (alpha / beta): -3.61 / -5.68 eV